Run A
# CN2O3S

A 2-piece molecular cluster, CN2O3S overall (ωB97M-V/def2-TZVPD, OMol25).

Its orbital gap (spin up / spin down) is 8.26 / 8.07 eV. As for the LUMO energy (spin up / spin down): -1.89 / -2.36 eV. The HOMO energy (spin up / spin down) is -10.153 / -10.427 eV.

The geometry in ORCA input format:
```
! wB97M-V def2-TZVPD RIJCOSX def2/J DEFGRID3
* xyz 0 1
C -1.2414 0.7470 0.4892
N -1.1410 1.8515 0.8413
N 1.3116 -0.1961 -0.0446
O 1.8068 0.4087 0.8483
O 1.6204 -0.6136 -1.0715
O -1.3096 -1.2844 -1.2419
S -1.0468 -0.9131 0.1792
*
```



Run B
# CN2O3S

A 2-piece molecular cluster, CN2O3S overall (ωB97M-V/def2-TZVPD, OMol25).

Its orbital gap (spin up / spin down) is 6.70 / 6.70 eV. As for the LUMO energy (spin up / spin down): -4.02 / -4.02 eV. The HOMO energy (spin up / spin down) is -10.718 / -10.723 eV.

The geometry in ORCA input format:
```
! wB97M-V def2-TZVPD RIJCOSX def2/J DEFGRID3
* xyz 0 1
C 1.7811 -0.4522 0.2100
N 1.7004 -1.5391 0.5606
N -1.9782 0.1000 -0.1779
O -1.2179 -0.6562 -0.6579
O -1.5910 1.1892 0.4991
O -0.3104 1.3914 0.8211
S 1.6427 1.0171 -0.3990
*
```



Stability check: which of them is most stable? run A.



Run A
# C10H12N2

C10H12N2 as an isolated structure (ωB97M-V/def2-TZVPD, OMol25).

Its orbital gap is 9.43 eV. As for the LUMO energy: 0.78 eV. The HOMO energy is -8.643 eV.

The geometry in ORCA input format:
```
! wB97M-V def2-TZVPD RIJCOSX def2/J DEFGRID3
* xyz 0 1
C -3.6674 -0.3979 0.8379
C -2.4385 -0.3760 -0.2850
C -2.3711 1.0135 -0.8536
C -0.2919 0.2834 -0.2865
C 1.2298 0.2261 -0.1845
C 1.9681 1.2426 0.2500
C 3.3781 1.1781 0.4818
C 4.0337 -0.1432 0.0917
C 3.1824 -1.0664 -0.4389
C 1.8006 -1.0270 -0.4636
H -3.7622 -1.2336 1.2443
H -4.7052 -0.4529 0.5066
H -3.4912 0.3941 1.4375
H -2.3707 -1.4577 -1.0657
H -2.8270 0.8269 -1.6557
H -2.6574 1.9536 0.1901
H -0.9754 -1.3200 0.5730
H 1.3718 1.9686 0.7490
H 4.0777 2.1189 0.9536
H 5.3456 -0.4620 0.3836
H 3.8731 -2.0693 -0.8432
H 1.2337 -1.9464 -0.9950
N -0.8216 1.2242 -1.0175
N -1.1149 -0.4776 0.3900
*
```



Run B
# C10H12N2

One molecule with the formula C10H12N2 (ωB97M-V/def2-TZVPD, OMol25).

As for the SMILES: CN1CCC=C1c1cccnc1. Its orbital gap is 7.96 eV. As for the LUMO energy: 0.83 eV. The HOMO energy is -7.136 eV.

The geometry in ORCA input format:
```
! wB97M-V def2-TZVPD RIJCOSX def2/J DEFGRID3
* xyz 0 1
C 1.5998 0.2719 1.8936
N 0.5146 0.9643 1.1470
C 0.3754 2.4172 1.2552
C -0.4719 2.8482 0.0631
C -0.7794 1.5461 -0.6294
C -0.1377 0.4804 -0.0010
C -0.3225 -0.8849 -0.4952
C -0.3740 -1.1941 -1.8614
C -0.5860 -2.4986 -2.2700
C -0.7655 -3.5094 -1.3320
N -0.7183 -3.2140 -0.0262
C -0.4837 -1.9852 0.3837
H 2.5487 0.3156 1.3375
H 1.3778 -0.7716 2.1286
H 1.7338 0.7752 2.8383
H -0.1019 2.6419 2.1885
H 1.3707 2.8790 1.2470
H 0.1204 3.5082 -0.6071
H -1.3599 3.3929 0.4018
H -1.3994 1.4782 -1.4995
H -0.2588 -0.4091 -2.5960
H -0.5415 -2.8041 -3.3360
H -0.9124 -4.5080 -1.6731
H -0.4285 -1.7402 1.4423
*
```



Run C
# C10H12N2

One molecule with the formula C10H12N2 (ωB97M-V/def2-TZVPD, OMol25).

As for the SMILES: CC1=C[C@@H]2[C@@H]3C=NN(C=C1)[C@]23C. Its orbital gap is 8.72 eV. As for the LUMO energy: 0.98 eV. The HOMO energy is -7.741 eV.

The geometry in ORCA input format:
```
! wB97M-V def2-TZVPD RIJCOSX def2/J DEFGRID3
* xyz 0 1
C -1.9505 2.5027 -0.4966
C -0.8927 1.4903 -0.1191
C -0.7617 0.4439 -0.9275
C 0.2816 -0.5916 -1.0577
C -0.1506 -1.9607 -0.4917
C -1.2455 -1.7493 0.4505
N -0.9591 -0.8402 1.3487
N 0.3725 -0.5407 1.2700
C 0.7885 0.8059 1.3742
C 0.1801 1.8412 0.7804
C 1.0243 -1.1873 0.0676
C 2.4190 -1.7018 0.2154
H -1.9707 3.3041 0.2036
H -2.8991 1.9824 -0.4455
H -1.8071 2.9669 -1.4716
H -1.4582 0.1565 -1.6817
H 0.7493 -0.4056 -2.0012
H -0.0731 -2.7762 -1.0768
H -2.1713 -2.2575 0.4099
H 1.7434 0.9767 1.9711
H 0.3480 2.8652 1.0874
H 2.7197 -2.1894 -0.6841
H 2.5506 -2.2559 1.0548
H 3.1626 -0.8797 0.2197
*
```



Stability check: which of them is most stable? run B.